1.
Molecular formula: C31H40BClN2O6S
Method: DFT, the ωB97M-V functional and the def2-TZVPD basis

Values from the calculation:
- Gap between HOMO and LUMO: 9.200 eV
- SMILES: CC[C@H](Cl)N(CCCS(=O)(=O)O)C(=O)OB(N)O.c1ccccc1.c1ccccc1.c1ccccc1.c1ccccc1
- HOMO: -9.14 eV
- Spin multiplicity: 1

Cartesian coordinates (Å):
1 C -1.617 -5.072 0.565
2 C -2.862 -4.662 -0.219
3 C -2.721 -4.363 -1.723
4 Cl -1.199 -5.024 -2.427
5 N -2.895 -2.956 -2.091
6 C -2.132 -1.963 -1.330
7 C -0.619 -2.033 -1.546
8 C -0.037 -0.678 -1.149
9 S 1.693 -0.623 -0.725
10 O 1.803 -0.331 0.677
11 O 2.369 0.184 -1.685
12 O 2.186 -2.123 -0.921
13 C -4.264 -2.676 -2.248
14 O -5.004 -3.323 -2.920
15 O -4.665 -1.539 -1.617
16 B -5.741 -1.541 -0.738
17 N -6.594 -0.361 -0.683
18 O -5.862 -2.653 0.050
19 H -0.774 -4.400 0.401
20 H -1.300 -6.078 0.297
21 H -1.845 -5.073 1.632
22 H -3.578 -5.484 -0.150
23 H -3.348 -3.810 0.261
24 H -3.491 -4.898 -2.265
25 H -2.472 -0.983 -1.661
26 H -2.349 -2.011 -0.255
27 H -0.372 -2.308 -2.570
28 H -0.181 -2.799 -0.909
29 H -0.185 0.081 -1.916
30 H -0.533 -0.340 -0.236
31 H 2.535 -2.435 -0.073
32 H -7.527 -0.601 -0.363
33 H -6.262 0.356 -0.048
34 H -6.481 -2.484 0.767
35 C 6.168 3.220 -0.831
36 C 4.987 2.504 -0.689
37 C 4.421 2.345 0.568
38 C 5.037 2.897 1.683
39 C 6.220 3.610 1.541
40 C 6.786 3.772 0.284
41 H 6.610 3.346 -1.811
42 H 4.502 2.065 -1.552
43 H 3.499 1.786 0.672
44 H 4.594 2.772 2.663
45 H 6.702 4.038 2.411
46 H 7.708 4.327 0.172
47 C -4.746 -3.608 3.104
48 C -3.751 -2.645 3.218
49 C -3.776 -1.739 4.269
50 C -4.799 -1.793 5.206
51 C -5.797 -2.751 5.091
52 C -5.770 -3.659 4.040
53 H -4.725 -4.315 2.284
54 H -2.953 -2.600 2.486
55 H -2.998 -0.991 4.359
56 H -4.817 -1.089 6.028
57 H -6.595 -2.792 5.821
58 H -6.547 -4.408 3.951
59 C -0.845 0.764 3.364
60 C 0.258 1.535 3.021
61 C 0.259 2.897 3.291
62 C -0.840 3.485 3.902
63 C -1.943 2.714 4.242
64 C -1.946 1.352 3.972
65 H -0.843 -0.299 3.156
66 H 1.108 1.072 2.539
67 H 1.117 3.500 3.022
68 H -0.837 4.547 4.114
69 H -2.801 3.174 4.715
70 H -2.807 0.750 4.238
71 C 5.822 3.966 -4.791
72 C 6.049 3.254 -5.961
73 C 6.603 3.889 -7.063
74 C 6.929 5.237 -6.996
75 C 6.698 5.950 -5.827
76 C 6.145 5.314 -4.724
77 H 5.390 3.471 -3.931
78 H 5.793 2.203 -6.012
79 H 6.781 3.334 -7.975
80 H 7.363 5.732 -7.855
81 H 6.949 7.002 -5.776
82 H 5.964 5.868 -3.812

2.
Molecular formula: BrCaO20P5Zn5
Method: DFT, the ωB97M-V functional and the def2-TZVPD basis

Values from the calculation:
- Gap between HOMO and LUMO: 2.047 eV
- HOMO: 3.53 eV
- Charge: -4
- ΔE to the lowest compared entry with this formula, charge and spin: 0.0 kcal/mol
- Spin multiplicity: 1

Cartesian coordinates (Å):
1 Ca -0.772 3.386 0.392
2 Zn -2.431 0.461 2.774
3 Zn -3.269 0.424 -2.316
4 Zn -0.529 -2.373 1.567
5 Zn 1.972 0.594 1.395
6 Zn 0.269 -0.016 -1.519
7 P -1.487 -0.636 -3.910
8 O -2.733 -1.232 -3.104
9 O -1.575 -0.853 -5.427
10 O -0.357 -1.191 -3.030
11 O -1.967 0.876 -3.746
12 P 0.177 -0.819 4.122
13 O 0.418 -0.829 5.659
14 O 1.266 -0.079 3.264
15 O -1.228 -0.193 3.987
16 O -0.051 -2.289 3.643
17 P 1.925 -2.340 0.312
18 O 2.695 -1.136 0.943
19 O 1.124 -3.247 1.253
20 O 3.044 -3.153 -0.363
21 O 0.919 -1.728 -0.777
22 P 2.304 2.169 -1.263
23 O 3.217 3.120 -2.023
24 O 1.897 0.980 -2.168
25 O 1.154 3.064 -0.601
26 O 2.917 1.584 0.054
27 P -1.235 0.459 0.470
28 O -1.432 -0.736 1.429
29 O -1.817 0.345 -0.923
30 O 0.283 0.694 0.341
31 O -1.755 1.660 1.335
32 Br -2.942 3.033 -1.768

3.
Molecular formula: C33H21BrCaN3O4
Method: DFT, the ωB97M-V functional and the def2-TZVPD basis

Values from the calculation:
- Gap between HOMO and LUMO: 6.713 eV
- HOMO: -5.19 eV
- Charge: -1
- ΔE to the lowest compared entry with this formula, charge and spin: 12.2 kcal/mol
- Spin multiplicity: 1

Cartesian coordinates (Å):
1 Ca 0.203 -0.299 -0.237
2 C 2.388 -3.276 0.239
3 O 2.353 -1.957 -0.245
4 C 3.250 -1.608 -1.203
5 C 4.334 -2.393 -1.577
6 C 5.227 -1.955 -2.546
7 C 5.044 -0.725 -3.152
8 C 3.980 0.069 -2.780
9 C 3.066 -0.340 -1.801
10 N 1.985 0.441 -1.433
11 N 2.110 1.673 -1.789
12 C 1.149 2.582 -1.661
13 C -0.236 2.297 -1.359
14 O -0.707 1.137 -1.333
15 C -1.104 3.431 -1.130
16 C -0.675 4.703 -1.274
17 C 0.642 5.003 -1.735
18 C 1.048 6.323 -1.976
19 C 2.306 6.599 -2.454
20 C 3.193 5.551 -2.708
21 C 2.824 4.252 -2.451
22 C 1.548 3.940 -1.953
23 H 3.280 -3.459 0.857
24 H 2.352 -4.006 -0.577
25 H 1.490 -3.387 0.847
26 H 4.513 -3.347 -1.104
27 H 6.072 -2.572 -2.815
28 H 5.732 -0.378 -3.911
29 H 3.821 1.033 -3.240
30 H -2.112 3.199 -0.804
31 H -1.342 5.530 -1.060
32 H 0.339 7.118 -1.782
33 H 2.608 7.620 -2.638
34 H 4.177 5.768 -3.105
35 H 3.513 3.441 -2.637
36 Br -1.923 -8.322 0.646
37 C -1.465 -6.540 1.162
38 C -1.096 -6.300 2.474
39 C -0.739 -5.013 2.844
40 C -0.756 -3.990 1.914
41 C -1.138 -4.249 0.604
42 C -1.499 -5.532 0.222
43 C -1.101 -3.144 -0.458
44 O -1.712 -3.318 -1.505
45 O -0.388 -2.161 -0.146
46 H -1.084 -7.107 3.189
47 H -0.448 -4.810 3.864
48 H -0.488 -2.977 2.185
49 H -1.786 -5.701 -0.805
50 N -8.150 1.990 4.307
51 C -7.096 1.755 3.909
52 C -5.793 1.486 3.452
53 C -4.762 2.389 3.735
54 C -3.476 2.126 3.326
55 C -3.166 0.958 2.610
56 C -4.213 0.062 2.329
57 C -5.502 0.318 2.734
58 C -1.864 0.688 2.127
59 C -0.740 0.463 1.704
60 H -4.998 3.297 4.276
61 H -2.690 2.834 3.551
62 H -3.993 -0.837 1.770
63 H -6.305 -0.372 2.503

4.
Molecular formula: C14H21Cl12INO4
Method: DFT, the ωB97M-V functional and the def2-TZVPD basis

Values from the calculation:
- Gap between HOMO and LUMO: 5.979 eV
- HOMO: -4.33 eV
- Charge: -1
- Spin multiplicity: 1

Cartesian coordinates (Å):
1 C 0.447 -3.893 -4.727
2 C 0.064 -2.583 -5.172
3 C -0.089 -1.298 -4.186
4 I 1.399 -1.665 -2.593
5 C 0.338 -0.033 -5.072
6 O 0.922 0.932 -4.445
7 O 0.094 0.119 -6.413
8 N -1.490 -1.323 -3.722
9 O -2.372 -1.734 -4.679
10 C -1.928 -0.124 -2.977
11 C -1.657 -0.207 -1.360
12 C -0.544 0.909 -0.948
13 C -0.985 1.777 0.350
14 C -0.252 1.083 1.621
15 O -0.969 -0.158 1.867
16 C -0.140 -1.322 1.664
17 H 1.470 -4.185 -4.330
18 H -0.349 -4.717 -4.837
19 H -0.102 -2.429 -6.301
20 H -2.628 -0.999 -5.285
21 H -3.081 -0.096 -3.062
22 H -1.572 0.882 -3.378
23 H -2.609 0.091 -0.763
24 H -1.309 -1.263 -1.108
25 H 0.464 0.440 -0.677
26 H -0.322 1.632 -1.818
27 H -0.456 2.800 0.237
28 H -2.111 1.864 0.485
29 H 0.857 0.869 1.413
30 H -0.283 1.760 2.553
31 H -0.831 -2.165 1.289
32 H 0.358 -1.699 2.622
33 H 0.653 -1.192 0.841
34 C 2.306 1.040 4.968
35 Cl 2.808 0.962 3.274
36 Cl 1.393 2.524 5.278
37 Cl 1.346 -0.384 5.398
38 H 3.200 1.051 5.588
39 C -6.515 1.000 -2.369
40 Cl -6.533 1.726 -3.983
41 Cl -6.746 -0.751 -2.472
42 Cl -5.002 1.379 -1.535
43 H -7.337 1.422 -1.795
44 C 5.588 1.438 0.506
45 Cl 3.834 1.453 0.270
46 Cl 6.282 3.017 0.107
47 Cl 5.999 0.982 2.166
48 H 6.016 0.698 -0.167
49 C 2.387 0.119 9.596
50 Cl 2.382 0.853 7.987
51 Cl 2.159 -1.632 9.482
52 Cl 3.892 0.495 10.449
53 H 1.558 0.535 10.165

5.
Molecular formula: H42O21
Method: DFT, the ωB97M-V functional and the def2-TZVPD basis

Values from the calculation:
- Gap between HOMO and LUMO: 10.173 eV
- HOMO: -10.64 eV
- ΔE to the lowest compared entry with this formula, charge and spin: 159.9 kcal/mol
- Spin multiplicity: 1

Cartesian coordinates (Å):
1 O 3.292 3.774 -1.248
2 H 3.142 4.060 -2.155
3 H 4.117 3.316 -1.060
4 O 1.667 1.071 -3.497
5 H 1.529 0.802 -4.402
6 H 2.029 1.921 -3.267
7 O -0.704 -4.006 -0.999
8 H 0.172 -4.231 -1.321
9 H -0.745 -4.564 -0.214
10 O -2.650 -0.542 3.874
11 H -1.743 -0.235 3.942
12 H -3.348 0.025 4.186
13 O -3.419 0.246 -1.684
14 H -3.808 0.019 -0.837
15 H -3.307 -0.564 -2.185
16 O -3.410 2.005 -4.029
17 H -3.477 1.083 -3.683
18 H -2.570 2.308 -3.673
19 O -3.731 -2.012 0.511
20 H -3.454 -1.751 1.415
21 H -2.858 -2.261 0.170
22 O 2.222 -2.511 0.610
23 H 2.597 -1.708 0.195
24 H 2.872 -3.179 0.382
25 O -1.034 3.518 -3.302
26 H -0.538 3.389 -2.486
27 H -1.844 3.973 -3.009
28 O 1.058 -0.100 1.251
29 H 0.111 -0.255 1.140
30 H 1.423 -0.553 0.456
31 O 2.312 -0.366 -1.099
32 H 2.771 -0.424 -1.938
33 H 1.609 0.324 -1.258
34 O -3.057 2.575 2.396
35 H -2.233 2.149 2.668
36 H -3.053 3.524 2.500
37 O 3.304 -2.858 -1.848
38 H 3.880 -2.728 -2.600
39 H 2.750 -2.050 -1.706
40 O 0.077 -3.652 2.347
41 H 0.769 -3.342 1.782
42 H 0.216 -4.594 2.190
43 O 0.661 2.258 2.684
44 H 1.426 1.769 2.985
45 H 0.149 1.560 2.272
46 O 1.099 4.203 0.141
47 H 0.901 3.476 0.721
48 H 1.881 3.866 -0.353
49 O 0.073 1.297 -1.115
50 H 0.081 2.091 -0.552
51 H -0.764 1.239 -1.579
52 O 0.089 -0.017 4.036
53 H 0.929 -0.126 3.549
54 H 0.109 -0.976 4.374
55 O -1.645 -0.296 0.788
56 H -1.955 0.222 0.045
57 H -2.295 -0.271 1.512
58 O 2.178 -1.807 3.261
59 H 1.858 -1.741 2.306
60 H 2.013 -2.731 3.499
61 O 0.124 -1.836 -2.109
62 H -0.260 -2.671 -2.337
63 H 0.411 -1.106 -2.642

6.
Molecular formula: C27H36BF4LiO11
Method: DFT, the ωB97M-V functional and the def2-TZVPD basis

Values from the calculation:
- Gap between HOMO and LUMO: 6.372 eV
- HOMO: -7.12 eV
- ΔE to the lowest compared entry with this formula, charge and spin: 40.0 kcal/mol
- Spin multiplicity: 1

Cartesian coordinates (Å):
1 Li 2.823 0.333 2.788
2 B 0.602 0.411 1.132
3 F -0.566 -0.373 1.217
4 F 0.567 1.161 0.003
5 F 0.743 1.236 2.235
6 F 1.799 -0.455 1.090
7 C 1.638 -2.395 3.690
8 O 2.356 -1.240 4.223
9 H 1.064 -2.593 4.333
10 H 2.314 -3.238 3.561
11 H 1.193 -2.139 2.759
12 H 2.614 -1.620 5.083
13 C -1.293 -3.471 1.608
14 O -2.196 -4.635 1.688
15 H -0.371 -3.521 0.970
16 H -1.077 -2.832 2.487
17 H -1.901 -2.757 1.044
18 H -1.937 -5.161 0.927
19 C 4.911 -1.486 1.734
20 O 4.661 -0.151 1.853
21 H 5.090 -2.005 2.772
22 H 5.849 -1.481 1.018
23 H 4.011 -1.997 1.323
24 H 5.422 0.230 1.954
25 C 3.172 -1.653 -2.088
26 C 2.205 -1.175 -2.958
27 C 2.313 -1.216 -4.401
28 C 3.290 -2.037 -4.970
29 C 4.290 -2.695 -4.070
30 C 4.115 -2.497 -2.674
31 O 5.012 -3.187 -1.898
32 O 1.327 -0.889 -5.109
33 H 3.221 -1.562 -1.059
34 H 1.527 -0.372 -2.482
35 H 3.346 -2.127 -5.925
36 H 4.980 -3.227 -4.639
37 H 4.776 -3.523 -1.113
38 H 1.520 -0.971 -6.042
39 C -1.570 6.581 -1.422
40 C -0.863 5.784 -0.487
41 C -0.006 4.687 -0.953
42 C -0.091 4.294 -2.384
43 C -0.833 5.025 -3.225
44 C -1.614 6.211 -2.851
45 O -2.246 6.998 -3.791
46 O 0.673 3.997 -0.020
47 H -2.080 7.453 -1.086
48 H -0.848 6.177 0.552
49 H 0.512 3.531 -2.800
50 H -0.952 4.902 -4.371
51 H -3.071 7.524 -3.523
52 H 0.559 2.976 -0.173
53 C -2.355 -1.584 -4.152
54 C -1.683 -0.882 -3.111
55 C -1.738 0.570 -3.171
56 C -2.516 1.263 -4.084
57 C -3.326 0.528 -5.004
58 C -3.178 -0.857 -5.012
59 O -3.923 -1.554 -5.910
60 O -1.160 1.242 -2.086
61 H -2.319 -2.607 -4.328
62 H -1.310 -1.180 -2.341
63 H -2.535 2.295 -4.107
64 H -3.811 1.161 -5.679
65 H -4.370 -1.034 -6.331
66 H -0.599 0.769 -1.623
67 C -3.956 -0.270 5.187
68 C -3.909 -0.358 6.693
69 C -2.592 -0.586 7.205
70 C -1.538 -0.664 6.408
71 C -1.599 -0.678 5.045
72 C -2.758 -0.432 4.376
73 O -2.743 -0.533 2.982
74 O -2.547 -0.563 8.591
75 H -4.899 0.008 4.793
76 H -4.812 -0.483 7.290
77 H -0.626 -0.653 6.846
78 H -0.751 -0.912 4.442
79 H -1.846 -0.382 2.499
80 H -1.621 -0.438 9.041

7.
Molecular formula: C4H8O2
Method: DFT, the ωB97M-V functional and the def2-TZVPD basis

Values from the calculation:
- Gap between HOMO and LUMO: 11.014 eV
- SMILES: O[C@H]1C[C@@H](O)C1
- HOMO: -10.10 eV
- ΔE to the lowest compared entry with this formula, charge and spin: 37.7 kcal/mol
- Spin multiplicity: 1

Cartesian coordinates (Å):
1 O 0.438 -1.571 -1.608
2 C -0.036 -1.123 -0.364
3 C 0.895 -0.239 0.497
4 C -0.279 0.740 0.726
5 O -0.053 2.084 0.370
6 C -1.100 -0.002 -0.340
7 H 0.812 -0.807 -2.068
8 H -0.366 -2.022 0.162
9 H 1.671 0.243 -0.107
10 H 1.357 -0.701 1.374
11 H -0.709 0.665 1.735
12 H 0.601 2.445 0.981
13 H -1.107 0.568 -1.274
14 H -2.126 -0.280 -0.084

8.
Molecular formula: C9H13N6
Method: DFT, the ωB97M-V functional and the def2-TZVPD basis

Values from the calculation:
- Gap between HOMO and LUMO (spin up / spin down): 5.972 / 7.547 eV
- HOMO (spin up / spin down): -12.54 / -12.79 eV
- Charge: +1
- ΔE to the lowest compared entry with this formula, charge and spin: 54.8 kcal/mol
- Spin multiplicity: 1

Cartesian coordinates (Å):
1 C -3.289 0.662 -0.768
2 C -3.401 0.700 0.621
3 C -1.583 -0.312 0.082
4 C 0.530 1.526 -0.538
5 C 0.417 -1.550 1.020
6 C 2.648 1.582 0.124
7 C 1.302 -2.262 -0.878
8 C 1.673 1.042 1.295
9 C 0.116 -1.396 -1.251
10 N -2.161 -0.058 -1.095
11 N 1.678 1.863 -0.981
12 N 1.264 -2.318 0.528
13 N -2.300 0.125 1.151
14 N 0.336 1.064 0.709
15 N -0.341 -0.859 0.080
16 H -3.914 0.903 -1.565
17 H -4.091 1.189 1.229
18 H -0.346 1.671 -1.333
19 H 0.350 -1.544 2.063
20 H 3.092 2.575 0.101
21 H 3.259 0.673 -0.112
22 H 1.274 -3.254 -1.249
23 H 2.202 -1.749 -1.362
24 H 1.886 0.049 1.676
25 H 1.711 1.960 1.922
26 H 0.332 -0.539 -2.009
27 H -0.704 -2.038 -1.531
28 H -1.939 0.296 2.070

no.,maximum force (eV/A)
1,0.91
2,6.63
3,2.21
4,5.69
5,2.90
6,14.28
7,0.37
8,4.79